# C5H8N2

One molecule with the formula C5H8N2 (ωB97M-V/def2-TZVPD, the OMol25 dataset).

Total charge: 0
Energy relative to the best compared isomer or geometry (same formula, charge and spin) (kcal per mole): 79.6
Spin multiplicity: 1
SMILES string: C[C@H]1C(=C=N)N1C

Atoms and positions in Å:
C (1.62120, 1.18549, -0.91814)
C (0.30412, 0.59727, -0.50770)
C (0.22677, -0.79353, -0.08608)
C (-0.00245, -2.02795, -0.36626)
N (-0.46501, -3.12973, -0.71216)
N (0.14847, 0.21180, 0.90344)
C (-1.16205, 0.41814, 1.51688)
H (2.42090, 0.64214, -0.40911)
H (1.75962, 1.07689, -1.99913)
H (1.66510, 2.24408, -0.65147)
H (-0.59092, 0.99875, -0.99871)
H (-1.44051, -2.86276, -0.85637)
H (-2.00625, 0.33548, 0.81080)
H (-1.16197, 1.41763, 1.95723)
H (-1.31704, -0.31370, 2.31677)

Here are the natural (NBO) charges for atoms 1 to 2, given in e: number 1, C, carries -0.61; number 2, C, carries -0.04